ORCA calculation (the ωB97M-V functional and the def2-TZVPD basis) on a molecular structure, C25H26N7O3Ru.

Cartesian coordinates (Å):
Ru  0.66232  0.13822  0.26312
O  -1.43349  -2.39044  2.56538
C  -0.86483  -1.44824  2.09340
N  -0.67685  -1.17433  0.74123
C  -1.22877  -1.94075  -0.28911
O  -2.04861  -2.80626  -0.18455
C  -0.65726  -1.54516  -1.62944
C  -1.18097  -2.07378  -2.79058
C  -0.63987  -1.67503  -4.00373
C  0.39564  -0.75348  -4.00527
C  0.86506  -0.26332  -2.79896
N  0.36201  -0.66649  -1.62958
C  -0.21811  -0.39775  2.96916
C  -0.36672  -0.49448  4.33957
C  0.21696  0.46963  5.14728
C  0.93714  1.48994  4.54540
C  1.04355  1.51124  3.16669
N  0.47286  0.59583  2.37952
H  -1.99552  -2.78106  -2.71533
H  -1.02486  -2.07087  -4.93374
H  0.83949  -0.41072  -4.92914
H  1.65938  0.46792  -2.76286
H  -0.93990  -1.32222  4.73363
H  0.11680  0.42389  6.22312
H  1.41597  2.26427  5.12787
H  1.63001  2.28365  2.68271
C  -2.18140  2.80269  -1.89097
C  -1.03996  2.55412  -0.95813
O  -0.82110  1.40145  -0.53994
N  -0.26086  3.58726  -0.62344
C  0.75619  3.49819  0.41398
C  2.08253  2.95831  -0.06651
C  3.15356  3.81524  -0.25899
C  4.34567  3.32599  -0.77148
C  4.42525  1.98191  -1.09460
C  3.32382  1.18055  -0.86056
N  2.17547  1.64312  -0.34151
H  -2.96329  2.07387  -1.69486
H  -1.83347  2.66262  -2.91659
H  -2.57946  3.81041  -1.79389
H  -0.44876  4.48229  -1.04682
H  0.34618  2.87663  1.20533
H  0.89942  4.49821  0.81753
H  3.04792  4.86401  -0.01636
H  5.19029  3.98482  -0.92196
H  5.32210  1.55107  -1.51615
H  3.35698  0.12013  -1.07632
C  4.79328  -1.31410  3.45079
C  3.77408  -1.59387  2.40383
C  3.37276  -2.77180  1.80986
C  2.38796  -2.43639  0.87570
N  2.18268  -1.10780  0.89685
N  3.03059  -0.62443  1.84620
C  1.68351  -3.39300  -0.01947
H  5.39911  -2.19929  3.62407
H  4.31453  -1.04206  4.39243
H  5.45408  -0.49952  3.15336
H  3.75266  -3.75847  2.01177
H  3.10762  0.36699  1.99407
H  2.40233  -4.11727  -0.40045
H  1.22788  -2.90317  -0.86999
H  0.91814  -3.94640  0.52850

**2S+1**: 2
**E**: -45491.988 eV
**Expectation value of S²**: 0.7545
**Total charge**: +2
**Gap between HOMO and LUMO (alpha / beta)**: 9.183 / 7.574 eV
**Energy above the lowest of the compared OMol25 structures with the same formula, charge and spin**: 0.000 eV